Record 1
Here is a molecular structure, C4H6O in a non-equilibrium geometry from the Open Molecules 2025 dataset. Energies are from the ωB97M-V functional and the def2-TZVPD basis.

Each line ends with the Löwdin charge.
Positions of all 11 atoms, in Å:
C -0.94 0.97 1.11  -0.084
C -0.47 -0.09 0.21  -0.573
C 0.84 -0.08 -0.48  -0.148
C 1.26 -1.07 -1.24  0.013
H -0.52 0.59 2.22  0.140
H -2.28 0.77 1.21  0.172
H -0.76 2.16 0.75  0.126
H 1.15 1.00 -0.61  0.114
H 0.80 -2.12 -1.20  0.094
H 2.14 -1.08 -2.06  0.115
O -1.22 -1.04 0.09  0.033

Values from the calculation:
- M (g/mol) = 70.1
- HOMO energy (Eh) = -0.3552
- E (a.u.) = -231.14070
- energy above the lowest of the compared OMol25 structures with the same formula, charge and spin (eV) = 2.259
- frontier orbital gap (hartree) = 0.364

Record 2
Here is a molecular structure, C2H12ClO5Y in a non-equilibrium geometry from the Open Molecules 2025 dataset. Energies are from the ωB97M-V functional and the def2-TZVPD basis.

Each line ends with the Löwdin charge.
Positions of all 21 atoms, in Å:
Y -2.11 -0.01 2.59  1.729
Cl -3.00 1.51 1.03  0.133
O 0.02 -1.72 3.32  -0.141
H -0.49 -2.55 3.53  0.087
H 0.42 -1.92 2.37  0.060
O -0.26 2.87 -0.81  -0.021
H -0.75 3.59 -1.25  0.082
H -0.78 2.56 -0.10  -0.061
O -1.37 0.14 -2.79  -0.067
H -1.59 -0.62 -2.23  0.035
H -2.03 0.86 -2.59  0.064
C 0.76 -0.01 -0.57  -0.274
C 1.74 -0.87 0.16  -0.155
O 0.94 -1.94 0.74  -0.127
O 1.66 0.85 -1.28  -0.034
H 0.15 0.53 0.13  0.064
H 0.16 -0.59 -1.31  0.113
H 2.22 -0.33 0.98  0.144
H 2.48 -1.36 -0.45  0.143
H 0.71 -2.63 0.09  0.131
H 1.12 1.63 -1.58  0.095

Values from the calculation:
- M (g/mol) = 240.5
- HOMO energy (Eh) = -0.5904
- charge = +2
- E (a.u.) = -957.42381
- frontier orbital gap (hartree) = 0.168

Record 3
Here is a molecular structure, C3H16HgO6 in a non-equilibrium geometry from the Open Molecules 2025 dataset. Energies are from the ωB97M-V functional and the def2-TZVPD basis.

Each line ends with the Löwdin charge.
Positions of all 26 atoms, in Å:
Hg -0.06 5.82 7.88  0.199
C -4.65 5.92 3.12  -0.102
C -5.18 5.75 4.53  -0.355
O -4.42 6.26 5.61  -0.050
H -5.39 5.68 2.35  0.070
H -3.90 5.18 2.86  0.066
H -4.13 6.85 2.88  0.076
H -5.32 4.68 4.67  0.126
H -6.20 6.15 4.58  0.121
C 2.28 11.78 6.87  -0.203
O 1.98 10.41 6.81  -0.101
H 1.35 12.32 7.04  0.081
H 2.90 12.13 7.70  0.095
H 2.87 12.03 5.98  0.076
O 0.63 3.36 4.42  -0.078
H 0.51 3.42 3.47  0.025
H 0.35 2.47 4.64  0.026
O -1.11 2.21 9.80  -0.081
H -0.83 1.66 10.53  0.026
H -1.66 1.65 9.26  0.025
O -0.99 7.18 11.95  -0.074
H -0.69 7.98 12.38  0.025
H -1.72 6.87 12.50  0.026
O 3.85 4.13 9.08  -0.072
H 4.25 4.39 9.91  0.026
H 4.56 3.74 8.57  0.026

Values from the calculation:
- M (g/mol) = 348.7
- HOMO energy (Eh) = -0.2656
- E (a.u.) = -728.38354
- energy above the lowest of the compared OMol25 structures with the same formula, charge and spin (eV) = 6.380
- frontier orbital gap (hartree) = 0.065

Record 4
Here is C5H6O2 in the gas phase from the Open Molecules 2025 dataset. Energies are from the ωB97M-V functional and the def2-TZVPD basis.

Each line ends with the Löwdin charge.
Positions of all 13 atoms, in Å:
C -0.81 1.17 2.42  0.126
C -0.42 0.80 1.33  -0.102
C -0.27 0.18 0.01  -0.267
C -0.29 -1.34 0.15  -0.207
O -0.50 -2.07 -0.78  0.061
C 0.94 0.41 -0.95  -0.216
O 0.49 0.16 -2.26  -0.056
H -1.18 1.49 3.36  0.032
H -1.13 0.50 -0.58  0.160
H 0.01 -1.73 1.14  0.139
H 1.77 -0.26 -0.68  0.127
H 1.31 1.44 -0.92  0.128
H 0.09 -0.73 -2.25  0.076

Values from the calculation:
- SMILES = C#C[C@H](C=O)CO
- M (g/mol) = 98.1
- HOMO energy (Eh) = -0.3694
- E (a.u.) = -344.50475
- energy above the lowest of the compared OMol25 structures with the same formula, charge and spin (eV) = 2.644
- frontier orbital gap (hartree) = 0.393

Record 5
Here is C4H7NO2 in the gas phase from the Open Molecules 2025 dataset. Energies are from the ωB97M-V functional and the def2-TZVPD basis.

Each line ends with the Löwdin charge.
Positions of all 14 atoms, in Å:
C -1.01 -0.24 -0.70  -0.032
C -0.25 0.79 0.95  -0.358
N -0.91 1.74 1.32  0.240
O 0.47 -0.12 1.53  0.037
C 1.12 -0.93 0.54  -0.099
C 0.88 -0.11 -0.74  -0.434
O 1.15 1.13 -0.64  -0.070
H -1.71 -0.68 0.03  0.074
H -1.43 0.65 -1.18  0.068
H -0.91 -1.01 -1.48  0.073
H -1.43 2.33 0.69  0.099
H 2.18 -0.96 0.79  0.137
H 0.68 -1.93 0.55  0.131
H 1.17 -0.66 -1.65  0.134

Values from the calculation:
- M (g/mol) = 101.1
- HOMO energy (Eh) = -0.3237
- E (a.u.) = -361.67517
- energy above the lowest of the compared OMol25 structures with the same formula, charge and spin (eV) = 5.597
- frontier orbital gap (hartree) = 0.325

Record 6
Here is a molecular structure, C34H45MoN7O6S2Se in a non-equilibrium geometry from the Open Molecules 2025 dataset. Energies are from the ωB97M-V functional and the def2-TZVPD basis.

Each line ends with the Mulliken spin population.
Positions of all 96 atoms, in Å:
Mo -0.46 0.55 -0.08  2.070
O -0.33 -0.48 4.12  0.004
S 0.55 0.12 3.15  -0.013
O 0.54 1.56 2.99  0.004
N 0.42 -0.50 1.66  -0.056
C 0.57 -1.89 1.52  0.033
C 0.84 -2.83 2.49  0.027
C 1.03 -4.19 2.15  -0.013
C 0.98 -4.62 0.86  0.019
C 0.70 -3.69 -0.16  -0.005
C 0.67 -4.02 -1.53  0.028
C 0.49 -3.04 -2.46  -0.018
C 0.25 -1.72 -2.03  0.024
N 0.16 -1.39 -0.76  -0.051
C 0.46 -2.34 0.18  -0.010
C 2.20 -0.33 3.66  0.006
C 2.40 -0.67 4.99  -0.001
C 3.68 -0.95 5.44  0.000
C 4.75 -0.88 4.56  0.000
C 4.55 -0.55 3.23  0.000
C 3.27 -0.27 2.77  -0.003
H 0.88 -2.55 3.53  0.002
H 1.24 -4.90 2.94  0.000
H 1.15 -5.66 0.60  0.000
H 0.84 -5.05 -1.83  0.001
H 0.53 -3.24 -3.52  0.001
H 0.18 -0.92 -2.75  0.026
H 1.54 -0.72 5.66  0.000
H 3.84 -1.22 6.48  0.000
H 5.76 -1.10 4.91  0.000
H 5.38 -0.51 2.54  0.000
H 3.11 -0.06 1.72  0.005
N 1.54 1.49 0.27  0.000
C 1.86 2.87 -0.16  -0.009
C 0.97 3.88 0.54  0.012
C -0.40 3.95 -0.12  0.002
N -1.19 2.72 0.17  -0.005
H 1.69 1.45 1.27  -0.004
H 2.19 0.85 -0.21  0.001
H 1.72 2.95 -1.24  0.003
H 2.91 3.07 0.05  -0.001
H 1.43 4.87 0.49  0.001
H 0.86 3.61 1.59  -0.002
H -0.29 4.04 -1.19  0.000
H -0.95 4.81 0.24  -0.001
H -2.00 2.73 -0.45  -0.003
H -1.51 2.74 1.13  0.012
C -5.05 0.89 2.95  0.006
C -3.65 0.53 3.46  -0.017
C -3.18 1.58 4.48  0.009
C -3.67 -0.86 4.11  0.008
C -2.70 0.52 2.33  0.072
C -1.89 0.48 1.43  -0.173
H -5.75 0.94 3.78  0.001
H -5.41 0.14 2.24  -0.001
H -5.05 1.86 2.44  -0.002
H -3.82 1.54 5.37  0.000
H -3.22 2.58 4.06  -0.001
H -2.15 1.37 4.79  -0.002
H -4.34 -0.85 4.98  0.000
H -2.67 -1.13 4.44  -0.002
H -4.02 -1.61 3.40  -0.002
O -0.40 1.18 -4.50  -0.001
Se -0.41 2.16 -3.20  0.000
O -1.86 2.73 -2.76  0.000
O 0.08 1.11 -1.91  -0.010
O 0.77 3.28 -3.24  0.003
C 4.83 -1.60 -4.19  0.000
N 4.04 -0.38 -4.22  0.000
C 4.13 0.55 -5.34  0.000
C 3.22 1.69 -4.90  0.000
N 3.11 1.44 -3.46  0.000
C 3.51 0.20 -3.13  0.001
S 3.42 -0.51 -1.60  -0.001
H 4.84 -2.03 -5.19  0.000
H 4.39 -2.30 -3.50  0.000
H 5.86 -1.41 -3.88  0.000
H 3.80 0.07 -6.27  0.000
H 5.17 0.88 -5.48  0.000
H 2.23 1.65 -5.36  0.000
H 3.65 2.67 -5.09  0.000
H 2.37 1.92 -2.96  0.000
C -5.96 -1.46 -3.34  -0.001
C -4.78 -0.85 -2.63  0.005
C -4.87 -0.33 -1.35  -0.002
C -3.74 0.15 -0.71  0.038
N -2.51 0.14 -1.25  -0.023
C -2.46 -0.27 -2.53  0.020
C -3.54 -0.76 -3.23  0.000
H -6.88 -1.33 -2.76  0.000
H -5.79 -2.53 -3.48  0.000
H -6.10 -1.02 -4.32  0.000
H -5.82 -0.30 -0.83  0.000
H -3.82 0.55 0.28  -0.007
H -1.53 -0.17 -3.06  -0.005
H -3.38 -1.07 -4.26  0.000

Values from the calculation:
- 2S+1 = 3
- expectation value of S² = 2.0218
- M (g/mol) = 886.8
- HOMO energy (alpha / beta) (Eh) = -0.2883 / -0.2970
- E (a.u.) = -5423.33453
- energy above the lowest of the compared OMol25 structures with the same formula, charge and spin (eV) = 0.000
- frontier orbital gap (alpha / beta) (hartree) = 0.279 / 0.265

Record 7
Here is a molecular structure, C9H7ErF3N4O6SSe in a non-equilibrium geometry from the Open Molecules 2025 dataset. Energies are from the ωB97M-V functional and the def2-TZVPD basis.

Each line ends with the Mulliken spin population.
Positions of all 32 atoms, in Å:
Er 0.87 -0.29 0.72  3.033
N 4.96 0.46 -0.83  0.000
C 3.66 0.09 -0.82  0.000
S 3.28 -1.46 -0.20  -0.003
N 2.82 0.91 -1.46  0.001
N 1.55 0.49 -1.42  -0.002
C 0.62 0.99 -2.17  -0.004
C -0.65 0.31 -2.06  0.001
C -1.86 0.81 -2.56  0.000
C -3.02 0.10 -2.34  0.000
C -2.95 -1.13 -1.70  0.000
C -1.71 -1.59 -1.28  0.000
N -0.59 -0.89 -1.42  0.000
H 5.59 -0.10 -0.28  0.000
H 5.18 1.42 -1.03  0.000
H 0.78 1.82 -2.85  0.000
H -1.87 1.76 -3.07  0.000
H -3.97 0.50 -2.64  0.000
H -3.83 -1.71 -1.50  0.000
H -1.60 -2.55 -0.79  0.000
O 0.91 1.83 1.08  -0.002
Se 1.20 1.35 2.65  -0.002
O 1.83 2.47 3.56  0.000
O 2.21 0.07 2.34  -0.003
O -0.16 0.72 3.24  0.000
F -3.19 -1.83 2.37  0.000
C -2.30 -0.92 2.86  -0.001
F -3.01 0.17 3.10  0.000
F -1.89 -1.42 4.02  0.000
C -1.19 -0.76 1.81  -0.009
O -0.34 -1.68 1.76  -0.006
O -1.35 0.09 0.93  -0.002

Values from the calculation:
- 2S+1 = 4
- expectation value of S² = 3.7522
- M (g/mol) = 602.5
- HOMO energy (alpha / beta) (Eh) = -0.1932 / -0.1932
- charge = -1
- E (a.u.) = -5132.08384
- frontier orbital gap (alpha / beta) (hartree) = 0.274 / 0.273

> Look up the M of the second one.

240.5 g/mol

> Look up the M of the sixth one.

886.8 g/mol